C5H7N | wB97M-V/def2-TZVPD

Last column: Mulliken charge in e.
Element x y z (Å)
C: -1.08401 -0.21993 -0.20536  -0.551
C: 0.01709 -0.33632 -1.23450  -0.374
C: 1.28883 -0.21501 -0.80533  -0.344
C: 1.49100 -0.00301 0.64937  -0.286
N: 0.65028 1.10587 1.07428  -0.396
C: -0.42652 0.11229 1.14161  -0.440
H: -1.64510 -1.16490 -0.13426  0.330
H: -1.81919 0.55008 -0.49149  0.281
H: -0.23141 -0.61360 -2.25798  0.360
H: 2.14124 -0.41553 -1.45089  0.425
H: 0.24004 -0.79621 1.44181  0.323
H: 0.45209 1.73197 0.28983  0.268
H: -1.07433 0.26430 1.98291  0.405

Computed properties:
Multiplicity: 1
E_tot (Ha): -249.30286
Orbital gap (eV): 8.44
Maximum force (eV/Å): 1.25
Energy relative to the best compared isomer or geometry (same formula, charge and spin) (kcal/mol): 106.91

C21H25BClF4Li3N3NaO12P | wB97M-V/def2-TZVPD

Last column: Mulliken charge in e.
Element x y z (Å)
F: -3.88013 2.79608 -1.99255  -0.175
C: -3.50125 3.24845 -3.27061  -0.521
C: -3.73533 2.16659 -4.32645  -1.060
C: -4.76885 1.08059 -3.94455  -0.596
C: -3.89150 -0.07860 -3.54983  0.573
C: -4.05367 -1.41899 -3.92109  -0.652
C: -3.08534 -2.39449 -3.51547  -0.802
C: -2.00356 -1.96041 -2.74866  -0.170
N: -1.91635 -0.66769 -2.38945  0.392
C: -2.79208 0.25299 -2.74591  -0.226
H: -4.06306 4.15868 -3.47486  0.401
H: -2.44906 3.54021 -3.25384  0.302
H: -4.00743 2.66372 -5.25670  0.499
H: -2.78180 1.68509 -4.52299  0.511
H: -5.32263 0.80129 -4.84019  0.363
H: -5.49407 1.38091 -3.19525  0.331
H: -4.89363 -1.74560 -4.51874  0.459
H: -3.18111 -3.43223 -3.78579  0.413
H: -1.21191 -2.63486 -2.43663  0.283
H: -1.13393 -0.33393 -1.81651  0.333
H: -2.55864 1.31377 -2.40469  0.406
O: -1.22214 1.40354 -1.68064  -0.493
P: -0.74763 2.60088 -0.75094  0.293
O: -1.93985 2.91394 0.24857  -0.934
O: -0.49846 3.86104 -1.57608  -0.837
O: 0.46894 2.16662 0.05410  -0.816
N: -0.09928 -3.75968 -0.47576  -0.325
C: 0.75204 -2.71930 -0.40481  0.052
C: 1.70641 -2.57639 0.58604  -1.144
C: 1.80336 -3.55539 1.53489  0.089
C: 0.95502 -4.64701 1.49067  -1.369
C: 0.01319 -4.69848 0.46359  -0.676
H: 0.64267 -1.97206 -1.18313  0.509
H: 2.38019 -1.73886 0.63946  0.582
H: 2.54919 -3.45834 2.31167  0.639
H: 1.01142 -5.44165 2.23276  1.119
H: -0.68032 -5.52829 0.38030  0.390
Na: -3.20163 1.49077 0.37827  0.933
F: 4.49045 -2.61135 1.67020  -0.170
C: 5.61555 -2.59563 2.47629  0.799
C: 6.82526 -2.37396 1.85061  -0.616
C: 7.97526 -2.33829 2.62396  -0.508
C: 7.88810 -2.53809 3.99626  -0.584
C: 6.65689 -2.76346 4.59933  -0.427
C: 5.49735 -2.78703 3.83591  -0.563
H: 6.85119 -2.22973 0.78690  0.535
H: 8.93173 -2.15310 2.15593  0.437
H: 8.78461 -2.51394 4.60037  0.382
H: 6.59746 -2.91795 5.66778  0.373
H: 4.52583 -2.94775 4.28898  0.426
N: 4.25381 -0.50471 -0.73631  -0.183
H: 5.10087 0.13871 -0.80117  0.295
H: 4.41251 -1.17789 0.01459  0.150
H: 3.41986 0.05379 -0.53858  0.443
H: 4.13914 -0.99375 -1.62013  0.372
Li: -3.02697 4.85928 0.47798  0.841
O: 8.68970 1.29852 -0.52866  -0.626
Cl: 7.81561 0.36823 -1.15712  1.747
O: 6.53450 1.03336 -1.43996  -0.845
O: 7.57234 -0.76237 -0.25584  -0.734
O: 8.36602 -0.11068 -2.38452  -0.631
B: -8.13704 4.69809 3.83067  0.600
O: -7.76201 4.69174 2.40630  -0.474
C: -6.45403 4.84617 2.32059  0.623
O: -5.81751 4.88614 1.30401  -0.604
C: -5.88216 4.97025 3.73228  0.611
O: -4.73168 5.12006 4.00976  -0.560
O: -6.89439 4.88340 4.59301  -0.324
F: -8.77474 3.51112 4.20314  -0.365
F: -9.04007 5.75795 4.10761  -0.429
Li: 2.64539 -6.63802 1.92368  0.994
Li: -10.23661 5.07800 5.64794  0.945

Computed properties:
Multiplicity: 1
Total charge: +1
E_tot (Ha): -3292.92899
Orbital gap (eV): 1.77
Maximum force (eV/Å): 2.86

> Which of these has the highest orbital gap?

C5H7N